(1)
Formula: C25H60O25
Source: the Open Molecules 2025 dataset
Level of theory: ωB97M-V with the def2-TZVPD basis set

The geometry in XYZ format:
```
110
Properties=species:S:1:pos:R:3:forces:R:3:lowdin_charge:R:1
C 1.1183 -4.3727 -3.4682 0.05 2.02 -2.05 -0.089
C 0.2039 -5.0784 -2.5868 0.92 -1.82 0.32 -0.140
O -0.5596 -4.0642 -1.9624 0.22 -2.89 2.46 0.119
C -0.6028 -3.0599 -2.7607 -2.53 2.76 -2.60 -0.637
O -1.4829 -2.2270 -2.7741 1.34 -0.36 0.63 0.144
O 0.3081 -3.1543 -3.7333 1.75 -0.69 -0.44 0.068
H 1.2064 -4.9635 -4.3799 0.25 0.49 -0.24 0.135
H 2.1170 -4.0920 -3.1337 -0.20 0.15 0.36 0.132
H 0.8460 -5.7252 -1.9889 -0.75 0.16 1.13 0.141
H -0.3433 -5.7516 -3.2468 -1.01 0.21 0.54 0.145
C 3.4771 -4.7824 0.9255 -1.19 0.56 -0.12 -0.116
C 2.6620 -3.4874 0.9143 1.74 1.33 -0.53 -0.134
O 1.2945 -3.7980 0.8982 -0.68 -0.59 0.58 0.056
C 1.1351 -5.1143 1.0994 0.96 -1.33 -0.17 -0.508
O 0.1165 -5.7330 1.2322 1.27 0.98 -0.13 0.159
O 2.4135 -5.7155 1.0779 -1.07 -0.76 0.07 0.030
H 4.2063 -4.8594 1.7321 -0.31 -0.09 0.14 0.130
H 4.0139 -4.8446 -0.0211 -0.18 -0.71 -0.07 0.124
H 2.8729 -2.9675 -0.0202 -0.02 0.43 0.23 0.121
H 2.9526 -2.8783 1.7701 -0.52 0.26 -0.01 0.129
C -3.5490 3.2881 2.6657 1.01 -1.51 0.78 -0.109
C -3.6811 2.0306 3.5361 -1.34 1.24 0.57 -0.069
O -5.0848 1.7165 3.2045 1.19 -1.13 0.71 0.053
C -5.2114 1.9876 1.8982 -3.12 -0.60 -1.09 -0.577
O -6.1281 1.5799 1.1937 2.35 0.83 1.41 0.127
O -4.2762 2.8546 1.5582 -0.22 0.75 -2.31 0.068
H -2.5240 3.4378 2.3265 -0.14 0.54 0.15 0.122
H -4.0327 4.1274 3.1654 0.21 0.24 -0.24 0.142
H -3.6809 2.2811 4.5969 0.22 -0.35 -0.04 0.132
H -3.0043 1.2153 3.2805 -0.16 0.02 -0.05 0.103
C 1.4044 -0.5191 3.8480 0.02 0.45 3.02 -0.182
C 0.0395 -0.5335 4.6502 1.48 -1.09 -1.58 -0.207
O -0.9390 0.0548 3.8668 -1.44 0.59 -0.37 -0.088
O 2.1100 0.7296 4.0483 -0.45 -1.24 -0.55 -0.074
H 1.2863 -0.8385 2.8125 -0.36 0.49 -0.15 0.100
H 1.9942 -1.3027 4.3237 0.42 0.08 0.04 0.107
H -0.0283 -0.1312 5.6610 0.95 0.08 0.08 0.128
H -0.1524 -1.6056 4.6929 -0.58 -0.08 0.17 0.097
H -0.6551 0.9378 3.6194 0.12 0.12 -0.16 0.060
H 1.6687 1.3170 3.4304 0.14 0.48 -0.46 0.008
C 3.8314 0.6366 -1.9175 0.20 -0.16 -0.25 -0.197
C 4.8483 1.2870 -2.8957 1.03 -1.78 0.57 -0.184
O 4.8810 0.6857 -4.2104 -0.35 0.34 0.64 -0.081
O 4.2887 -0.6102 -1.3239 0.10 0.58 -0.61 -0.081
H 2.9023 0.3941 -2.4333 -0.12 0.23 0.02 0.105
H 3.6384 1.3009 -1.0751 -0.25 0.35 -0.32 0.108
H 5.8075 0.9483 -2.5041 0.18 0.60 0.68 0.113
H 4.8666 2.3755 -2.9508 -0.57 0.00 0.00 0.117
H 5.8126 0.5039 -4.3537 -0.20 -0.18 -0.44 0.097
H 4.4659 -0.4135 -0.4011 0.07 -0.10 0.01 0.075
C -1.6953 -4.1384 3.6664 -0.85 0.70 -0.12 -0.257
C -2.6224 -2.9662 4.0433 1.29 -0.36 -0.51 -0.187
O -2.5886 -2.0674 2.9184 -0.58 -0.44 0.70 -0.081
O -1.8531 -5.1262 4.6507 0.09 -0.62 -0.02 -0.052
H -0.6402 -3.8816 3.5718 0.11 0.58 0.09 0.109
H -1.9865 -4.5228 2.6888 -0.19 0.11 -0.14 0.120
H -2.2574 -2.4859 4.9511 0.17 0.22 0.04 0.111
H -3.6168 -3.3363 4.2928 -0.13 -0.10 -0.46 0.126
H -3.1983 -1.3604 3.1421 -0.21 0.18 -0.06 0.087
H -1.6462 -5.9252 4.1604 -0.03 -0.48 0.51 0.087
C -3.6082 1.3812 -2.9646 -0.13 -3.22 -0.15 -0.278
C -3.5437 0.9656 -1.4902 -1.63 -0.71 -0.74 -0.225
O -2.5235 1.6371 -0.8699 1.93 1.34 1.30 -0.078
O -3.9094 2.6730 -3.2253 -0.25 2.00 0.18 -0.020
H -4.3690 0.8086 -3.4950 -0.20 -0.37 0.27 0.124
H -2.6853 1.0577 -3.4459 0.54 0.08 -0.03 0.108
H -3.2957 -0.0626 -1.2269 -0.60 -0.76 -1.36 0.124
H -4.5012 1.1239 -0.9940 -0.26 0.50 -0.01 0.112
H -2.1160 0.9305 -0.3637 0.50 0.58 0.78 0.041
H -3.1806 3.1991 -2.8882 0.25 0.57 0.10 0.057
C 0.4121 3.4026 3.2104 1.04 0.55 -0.97 -0.143
C 0.7424 4.8595 2.6476 -0.71 -0.76 0.93 -0.209
O -0.0657 5.2582 1.5604 0.10 -0.35 0.73 -0.058
O 0.6891 2.3529 2.2405 -0.67 0.06 0.06 -0.119
H -0.6239 3.3191 3.5386 -0.11 0.10 -0.28 0.102
H 1.0499 3.0503 4.0210 0.00 1.09 0.62 0.110
H 1.8055 4.9400 2.4212 0.21 -0.27 -0.22 0.117
H 0.5656 5.6071 3.4209 -0.06 -0.25 0.32 0.117
H 0.3116 4.7997 0.8060 0.02 -0.16 -0.48 0.015
H 1.1936 2.6789 1.4916 -0.08 0.37 -0.25 0.067
C 1.4547 1.1992 -5.2278 0.12 -0.57 1.87 -0.250
C 0.4476 0.1242 -4.8007 0.42 0.09 -0.57 -0.241
O -0.2492 -0.4601 -5.8946 -0.45 0.38 0.24 -0.052
O 2.6500 0.6547 -5.7157 -0.43 -0.12 -2.22 -0.071
H 1.7484 1.7635 -4.3427 -0.37 0.30 0.54 0.093
H 0.9467 1.9280 -5.8594 0.47 -0.27 -0.72 0.125
H -0.2740 0.5765 -4.1204 -0.34 -0.09 -0.19 0.101
H 0.9669 -0.6604 -4.2506 0.17 -0.05 0.21 0.100
H 0.3443 -0.9303 -6.4848 0.35 0.09 0.20 0.084
H 3.2891 0.3617 -5.0620 -0.16 0.33 0.43 0.034
C -0.0678 3.7024 -2.3775 -1.84 0.37 0.76 -0.165
C 0.7771 4.6672 -1.5682 0.99 -1.87 -0.26 -0.166
O 1.2756 3.9547 -0.4065 -0.19 0.22 0.79 -0.110
O -1.4680 3.9251 -1.9236 1.63 0.26 -1.49 -0.086
H 0.0892 2.6389 -2.1976 0.76 0.08 0.21 0.111
H 0.1345 3.8692 -3.4355 -0.88 0.25 -0.19 0.114
H 0.1165 5.4730 -1.2482 0.44 0.19 -0.04 0.130
H 1.6630 4.9434 -2.1399 -0.21 0.66 -0.05 0.122
H 2.2027 3.7157 -0.4768 -0.07 0.20 -0.38 0.096
H -1.5827 3.2463 -1.2546 -0.64 -0.48 0.23 0.042
C 0.1406 -0.4661 -0.6106 -0.44 -0.43 0.48 -0.210
C -0.7135 -1.1643 0.4817 0.70 0.31 -0.37 -0.193
O -1.5565 -0.2374 1.1478 0.01 0.71 -1.15 -0.085
O 0.9233 0.5899 -0.0744 0.14 -0.11 0.04 -0.069
H -0.4635 -0.1117 -1.4458 -0.31 0.13 0.05 0.099
H 0.8308 -1.1874 -1.0481 0.05 -0.28 0.08 0.110
H -0.0517 -1.5392 1.2624 0.28 -0.48 -0.26 0.098
H -1.2953 -1.9745 0.0423 0.08 -0.12 -0.07 0.124
H -1.8479 -0.7023 1.9356 0.03 -0.07 0.38 0.027
H 0.4727 0.8615 0.7286 -0.24 0.31 0.30 0.040
```
Forces are in eV/Å.

Properties
- Highest occupied orbital energy: -8.89 eV
- SMILES: O=C1OCCO1.O=C1OCCO1.O=C1OCCO1.OCCO.OCCO.OCCO.OCCO.OCCO.OCCO.OCCO.OCCO
- Gap between HOMO and LUMO: 8.63 eV
- F_max: 4.6 eV/A

=====

(2)
Formula: C3H2EuFO2
Source: the Open Molecules 2025 dataset
Level of theory: ωB97M-V with the def2-TZVPD basis set

The geometry in XYZ format:
```
9
Properties=species:S:1:pos:R:3:forces:R:3:lowdin_charge:R:1
C -0.2982 -1.1648 -0.5772 0.13 -3.28 -0.97 -0.088
O 0.9807 0.7626 -0.2506 0.14 -0.51 1.04 -0.031
C 0.0354 1.0510 0.6836 -0.82 0.87 0.00 -0.464
C 0.7395 -0.4116 -0.9282 -1.33 0.60 -0.90 -0.103
O 0.4818 1.6433 1.6813 -0.63 0.85 0.89 -0.223
Eu -1.8397 2.2337 2.2933 2.02 -1.00 -1.22 1.715
H -0.7009 -1.3620 0.4186 -0.11 0.51 -0.60 0.103
H 1.2663 -0.5085 -1.8777 -0.15 0.06 0.38 0.144
F -0.6648 -2.2436 -1.4430 0.75 1.90 1.39 -0.055
```
Forces are in eV/Å.

Properties
- Highest occupied orbital energy (spin up / spin down): -12.17 / -12.17 eV
- <S²>: 15.762
- Energy relative to the best compared isomer or geometry (same formula, charge and spin): 0.000 eV
- Multiplicity: 8
- Gap between HOMO and LUMO (spin up / spin down): 6.18 / 6.35 eV
- F_max: 3.4 eV/A
- Net charge: +1

=====

(3)
Formula: C20H27BrFNO2S7SbTc
Source: the Open Molecules 2025 dataset
Level of theory: ωB97M-V with the def2-TZVPD basis set

The geometry in XYZ format:
```
61
Properties=species:S:1:pos:R:3:forces:R:3:lowdin_charge:R:1
Tc 0.1651 -0.7426 0.5582 -0.36 -0.37 -1.18 0.651
C -2.1639 -2.0754 5.4710 0.01 0.00 -0.01 -0.022
C -2.5024 -1.9155 4.0170 -0.01 0.00 0.01 -0.227
C -3.7584 -2.2214 3.5020 0.01 0.01 -0.02 0.024
C -4.0159 -2.0249 2.1594 -0.02 0.01 0.01 -0.072
C -3.0047 -1.5300 1.3538 0.00 -0.04 -0.04 -0.708
Br -3.3979 -1.3067 -0.4776 0.02 0.00 -0.02 0.857
N -1.7865 -1.2387 1.8042 0.18 0.16 0.17 -0.083
C -1.5682 -1.4334 3.1195 -0.04 0.03 0.04 -0.129
H -2.9200 -2.6645 5.9849 0.00 -0.01 0.00 0.090
H -2.1113 -1.1027 5.9628 -0.01 0.00 0.00 0.096
H -1.2024 -2.5721 5.6013 0.00 0.00 0.00 0.089
H -4.5324 -2.6156 4.1483 -0.01 0.01 0.00 0.137
H -4.9799 -2.2541 1.7299 0.00 0.01 0.00 0.115
H -0.5747 -1.1881 3.4765 -0.01 -0.03 -0.01 0.061
S 2.1345 2.2224 2.0626 0.32 0.56 -0.34 0.095
Sb 2.2952 0.5949 3.7419 0.02 -0.34 0.48 0.785
S 1.6243 -2.0294 1.5152 -0.15 -0.34 0.00 0.024
S 0.4698 0.9614 2.1584 -0.37 0.24 0.33 0.048
S 3.2419 -1.4436 2.6520 0.16 0.02 -0.15 0.095
C 2.0649 -5.7077 -1.5475 0.03 -0.03 0.00 -0.023
O 0.9654 -4.7621 -1.4833 -0.03 -0.10 0.04 -0.149
C 0.9877 -3.7276 -0.7046 -0.08 0.18 -0.09 -1.072
S 2.4449 -3.4689 0.2175 0.13 0.23 0.18 0.754
S -0.3960 -2.7768 -0.6888 0.12 0.03 0.09 0.732
H 1.6653 -6.5672 -2.0720 0.01 0.01 -0.03 0.114
H 2.3779 -5.9913 -0.5437 -0.03 -0.02 0.00 0.085
H 2.8814 -5.2610 -2.1130 0.01 0.01 0.02 0.111
F 4.5749 0.3566 -3.7417 0.00 0.00 0.00 0.101
C 3.6459 0.1226 -2.8139 0.01 -0.01 0.02 -0.278
C 3.9051 0.4545 -1.4985 0.01 -0.03 0.02 0.004
C 2.9248 0.2067 -0.5473 0.02 0.03 -0.03 -0.168
C 1.6878 -0.3615 -0.8681 -0.09 -0.01 0.31 -0.363
C 1.4866 -0.6942 -2.2165 0.07 -0.10 0.00 -0.194
C 2.4462 -0.4521 -3.1900 -0.03 -0.03 -0.03 0.002
H 4.8568 0.8960 -1.2330 0.00 0.00 -0.01 0.134
H 3.1526 0.4779 0.4729 0.01 -0.03 0.00 0.001
H 0.5633 -1.1552 -2.5419 -0.02 0.00 -0.01 0.060
H 2.2769 -0.7080 -4.2280 0.00 0.00 0.00 0.134
C -2.4481 3.5823 0.1616 0.02 0.01 -0.01 -0.087
C -2.5735 3.5131 -1.3567 -0.01 -0.01 0.05 -0.263
C -2.5736 2.1002 -1.9197 0.03 -0.03 0.00 -0.329
S -1.0553 1.1206 -1.9023 -0.12 -0.01 -0.04 1.025
O -0.8396 0.8012 -0.3880 0.24 -0.07 0.28 -0.762
C 0.2150 2.3322 -2.3529 -0.03 -0.04 -0.11 -0.302
C 0.7880 3.1598 -1.2154 0.03 0.13 0.04 -0.283
C 2.1299 3.7646 -1.6164 0.01 -0.03 -0.02 -0.068
H -2.3851 4.6188 0.4903 -0.02 0.00 0.00 0.088
H -1.5634 3.0555 0.5208 -0.01 0.03 0.00 0.042
H -3.3206 3.1354 0.6408 0.01 -0.03 0.00 0.087
H -1.8108 4.1194 -1.8477 0.00 -0.02 -0.01 0.098
H -3.5282 3.9480 -1.6613 0.01 0.02 0.01 0.125
H -2.8451 2.0837 -2.9794 0.02 0.01 0.00 0.107
H -3.2838 1.4624 -1.3918 -0.03 -0.04 -0.02 0.055
H -0.2564 2.9404 -3.1299 0.00 0.00 0.00 0.115
H 0.9962 1.7372 -2.8267 -0.03 0.02 0.03 0.073
H 0.9142 2.5114 -0.3493 0.04 -0.02 0.01 0.029
H 0.0962 3.9507 -0.9278 0.00 -0.03 0.03 0.101
H 2.8516 2.9831 -1.8619 -0.03 0.04 0.00 0.065
H 2.5400 4.3620 -0.8022 -0.01 0.01 0.00 0.082
H 2.0278 4.4175 -2.4837 0.00 0.01 -0.01 0.091
```
Forces are in eV/Å.

Properties
- Highest occupied orbital energy: -13.88 eV
- Energy relative to the best compared isomer or geometry (same formula, charge and spin): 0.465 eV
- Gap between HOMO and LUMO: 6.28 eV
- F_max: 1.3 eV/A
- Net charge: +2

=====

(4)
Formula: C16H16N2OS
Source: the Open Molecules 2025 dataset
Level of theory: ωB97M-V with the def2-TZVPD basis set

The geometry in XYZ format:
```
36
Properties=species:S:1:pos:R:3:forces:R:3:lowdin_charge:R:1
C -3.4778 -2.9981 0.2956 0.13 0.39 -0.04 -0.375
H -4.0866 -2.7518 1.1587 -0.08 -0.07 0.00 0.036
H -4.0662 -2.9176 -0.6120 -0.08 -0.07 0.02 0.037
H -3.0417 -3.9873 0.3934 0.09 -0.05 0.01 0.033
S -2.0941 -1.8359 0.2034 0.27 -0.57 0.06 0.956
C -2.9952 -0.3548 0.0460 -0.58 -0.45 0.04 -0.627
N -4.2664 -0.3812 0.0415 0.12 -0.53 0.06 0.025
C -4.7665 0.9637 -0.1201 0.03 0.32 -0.02 -0.173
H -5.4042 0.9973 -1.0066 0.01 0.12 0.08 0.110
H -5.3798 1.2177 0.7481 0.00 0.09 -0.10 0.111
C -3.5193 1.8572 -0.2486 -0.19 0.41 -0.09 -0.095
N -2.4168 0.9020 -0.0996 -0.20 0.36 -0.01 -0.007
C -1.1263 1.3800 -0.1819 -0.05 -0.34 0.03 -0.411
O -0.9661 2.5563 -0.4155 0.09 0.15 -0.04 0.089
C -0.0515 0.3398 0.0181 0.36 0.14 0.03 -0.104
C 1.3870 0.7913 0.1055 -0.14 0.27 0.03 -0.142
C 1.7443 2.0921 0.3448 -0.21 -0.09 -0.01 -0.020
C 3.0914 2.4783 0.4174 0.37 -0.11 0.01 -0.065
C 4.0838 1.5571 0.2580 -0.07 0.25 0.04 -0.039
C 3.7661 0.1999 0.0417 -0.24 -0.07 -0.01 -0.166
C 4.7831 -0.7674 -0.0981 0.05 -0.18 -0.03 -0.037
C 4.4801 -2.0863 -0.2808 0.21 0.13 0.02 -0.086
C 3.1389 -2.4903 -0.3239 -0.25 -0.03 -0.01 -0.080
C 2.1295 -1.5756 -0.1998 0.00 -0.19 -0.03 -0.025
C 2.4037 -0.2004 -0.0247 0.30 0.16 0.01 -0.112
H 1.1087 -1.9253 -0.2219 -0.11 -0.03 -0.02 0.088
H 2.9042 -3.5370 -0.4536 -0.05 -0.06 -0.01 0.102
H 5.2641 -2.8219 -0.3858 0.08 -0.03 0.00 0.101
H 5.8125 -0.4405 -0.0520 0.09 0.02 0.00 0.110
H 5.1241 1.8466 0.3025 0.09 0.04 0.01 0.110
H 3.3287 3.5166 0.5965 0.05 0.07 0.01 0.104
H 0.9864 2.8484 0.4598 -0.05 -0.02 -0.03 0.101
H -0.2920 -0.2198 0.9287 -0.02 -0.02 -0.13 0.100
H -0.1478 -0.3564 -0.8209 -0.04 -0.01 0.10 0.101
H -3.4500 2.6167 0.5329 0.01 -0.01 -0.14 0.125
H -3.4438 2.3538 -1.2187 0.00 0.01 0.14 0.125
```
Forces are in eV/Å.

Properties
- Highest occupied orbital energy: -8.13 eV
- SMILES: CSC1=NCCN1C(=O)Cc1cccc2ccccc12
- Energy relative to the best compared isomer or geometry (same formula, charge and spin): 0.501 eV
- Gap between HOMO and LUMO: 8.72 eV
- F_max: 0.7 eV/A